{
  "formula": "C3H6IPS",
  "method": "wB97M-V/def2-TZVPD",
  "relative_energy_kcal_mol": 27.8,
  "e_lumo_ev": [-2.39, -2.88],
  "e_tot_ev": -31430.5688,
  "gap_ha": [0.237, 0.221],
  "max_force_ev_per_a": 0.6,
  "symbols": ["C", "C", "C", "P", "S", "I", "H", "H", "H", "H", "H", "H"],
  "positions_angstrom": [[-1.001, -1.435, 0.145], [1.276, 1.079, 0.432], [1.327, -0.062, -0.585], [0.719, -1.676, 0.098], [-1.888, -0.087, -0.290], [-5.766, 0.392, -0.003], [-1.570, -2.275, 0.530], [1.771, 1.956, 0.018], [0.249, 1.344, 0.670], [1.783, 0.798, 1.350], [2.363, -0.222, -0.895], [0.738, 0.189, -1.471]],
  "atomic_forces_ev_per_a": [[-0.4, 0.5, -0.1], [0.0, 0.0, -0.1], [-0.1, -0.3, 0.0], [0.0, 0.5, -0.2], [0.2, -0.4, 0.0], [0.2, 0.0, 0.0], [0.0, -0.2, 0.1], [0.0, 0.1, 0.0], [0.0, 0.0, 0.0], [0.1, 0.0, 0.2], [-0.1, -0.1, 0.0], [0.0, 0.0, 0.0]]
}